(1)
Computed, not measured: a molecular structure, C9H10FO3S at a distorted geometry, with ωB97M-V with the def2-TZVPD basis set.

Values from the calculation:
DFT total energy = -29190.241 eV
Total charge = -1
Kohn-Sham gap = 0.269 Eh

CARTESIAN COORDINATES (ANGSTROEM)
1 F -0.07938 2.52359 -0.27492
2 S 0.10132 1.51016 0.99533
3 C 1.65384 0.83942 0.58171
4 C 2.31986 -0.01605 1.48503
5 O 0.24650 2.33847 2.16022
6 O -1.01095 0.61458 0.84373
7 H 2.17876 1.41332 -0.18656
8 H 3.42818 -0.02276 1.43585
9 H 1.87428 -0.21337 2.47154
10 C 4.50833 -6.15450 3.62309
11 C 3.94407 -4.94869 2.93121
12 C 3.30343 -5.12077 1.69504
13 C 2.72420 -4.06805 1.01683
14 C 2.73216 -2.73922 1.57415
15 O 2.10336 -1.77275 0.94746
16 C 3.45840 -2.56682 2.80502
17 C 4.02806 -3.65212 3.45789
18 H 4.98455 -5.89344 4.57127
19 H 3.71648 -6.89136 3.82781
20 H 5.25195 -6.65901 2.98705
21 H 3.27520 -6.12220 1.26384
22 H 2.25248 -4.18988 0.04107
23 H 3.55723 -1.55625 3.19936
24 H 4.55726 -3.48293 4.40344

=====

(2)
Computed, not measured: a molecular structure, C9H10GaNO4Ti at a distorted geometry, with ωB97M-V with the def2-TZVPD basis set.

Values from the calculation:
DFT total energy = -94653.002 eV
Kohn-Sham gap = 0.129 Eh

CARTESIAN COORDINATES (ANGSTROEM)
1 C 3.34440 -1.22530 1.37645
2 C 2.91036 -0.76303 -0.11046
3 O 3.69213 0.01270 -0.70856
4 O 1.69757 -1.28342 -0.62146
5 C 1.17867 -0.47916 -1.71104
6 Ga 0.13497 1.17923 -1.00588
7 C 1.18809 2.20935 0.49063
8 O 1.40482 1.52281 1.53583
9 O 1.57877 3.51930 0.37546
10 C -1.59999 0.49675 -0.05034
11 C -2.08340 -0.87712 -0.47915
12 C -3.32595 -1.49466 0.19762
13 C -3.89760 -0.54612 1.27227
14 C -3.25062 0.81112 1.49286
15 N -2.11434 1.42678 0.89640
16 H 3.81807 -0.31665 1.89881
17 H 4.13766 -2.04425 1.32760
18 H 2.41793 -1.57058 1.96936
19 H 0.41952 -1.15043 -2.27078
20 H 1.97214 -0.20775 -2.51065
21 H -0.29817 2.16506 -2.21506
22 H -1.53639 -1.45475 -1.29374
23 H -3.77448 -2.51434 -0.02490
24 H -4.80236 -0.86244 1.89272
25 H -3.76374 1.47282 2.28996
26 Ti 0.55195 1.97410 -4.01395

=====

(3)
Computed, not measured: a molecular structure, C9H10GdO6 at a distorted geometry, with ωB97M-V with the def2-TZVPD basis set.

Values from the calculation:
DFT total energy = -42577.791 eV
Total charge = +3
Kohn-Sham gap (spin up / spin down) = 0.257 / 0.222 Eh
2S+1 = 8

CARTESIAN COORDINATES (ANGSTROEM)
1 C 3.89220 -0.20937 0.60107
2 O 2.60151 0.23920 0.83466
3 C 1.60311 -0.02089 -0.15200
4 C 0.60052 1.06299 -0.11011
5 C -0.69128 1.04879 -0.32490
6 C -1.64371 -0.03893 -0.66423
7 C -1.95964 -0.83995 0.66627
8 C -1.80449 -2.36499 0.59364
9 O -1.40158 -2.98041 1.52048
10 O -2.12114 -3.01003 -0.60686
11 C -1.22448 2.44069 -0.12230
12 O -2.36167 2.76023 -0.22332
13 O -0.18155 3.21632 0.20010
14 C 0.95897 2.48517 0.26581
15 O 2.02908 2.87876 0.56849
16 H 3.94019 -1.31217 0.67429
17 H 4.54837 0.21266 1.34039
18 H 4.24045 0.06062 -0.39761
19 H 2.05969 -0.05464 -1.13396
20 H 1.17582 -0.99776 0.05248
21 H -1.24439 -0.71007 -1.45653
22 H -2.59993 0.46072 -0.99432
23 H -1.26936 -0.49548 1.40901
24 H -2.93762 -0.57232 1.03880
25 H -2.89925 -2.58492 -0.96517
26 Gd -3.30981 -0.67422 -2.61423

=====

(4)
Computed, not measured: a gas-phase ion, C9H10IN2O (charge +1) at a distorted geometry, with ωB97M-V with the def2-TZVPD basis set.

Values from the calculation:
SMILES = Cc1ccc2c(c1)[C@@]([NH3+])(I)NC2=O
DFT total energy = -22616.053 eV
Total charge = +1
Kohn-Sham gap = 0.297 Eh

CARTESIAN COORDINATES (ANGSTROEM)
1 C -2.38352 2.05431 1.07503
2 C -1.50132 0.99963 0.71843
3 C -1.86947 -0.21846 1.24849
4 C -1.13259 -1.41927 1.18327
5 C 0.02889 -1.39357 0.47203
6 C 0.48026 -0.10796 -0.10652
7 C -0.23331 1.09374 0.06596
8 C 1.71345 -0.26525 -0.74605
9 N 1.63519 0.23668 -2.19518
10 I 3.40317 1.04575 0.24094
11 N 1.97806 -1.60353 -0.72254
12 C 1.10317 -2.38367 0.14062
13 O 1.27191 -3.52773 0.33807
14 H -2.13334 3.13834 0.63931
15 H -3.37057 1.75746 0.77559
16 H -2.32305 2.11445 2.13485
17 H -2.77881 -0.20954 1.95262
18 H -1.50551 -2.36904 1.57145
19 H 0.14577 2.00045 -0.22518
20 H 1.16061 1.13436 -2.22908
21 H 0.93875 -0.32023 -2.75403
22 H 2.61509 0.32501 -2.43788
23 H 2.75718 -2.08196 -1.14020

=====

(5)
Computed, not measured: a molecular structure, C9H10IrN8OS2 at a distorted geometry, with ωB97M-V with the def2-TZVPD basis set.

Values from the calculation:
DFT total energy = -47961.144 eV
Total charge = +1
Kohn-Sham gap (spin up / spin down) = 0.301 / 0.222 Eh
2S+1 = 5

CARTESIAN COORDINATES (ANGSTROEM)
1 Ir -0.49340 -0.47072 -0.68219
2 N -1.04906 -2.36023 -2.10622
3 N -0.16980 -2.48796 -3.18084
4 C 1.07358 -1.98141 -3.13550
5 N 1.87529 -2.25829 -4.15840
6 S 1.66226 -1.05791 -1.83999
7 H -1.00521 -3.17701 -1.50084
8 H -1.99658 -2.24678 -2.44863
9 H -0.44153 -3.07777 -3.95306
10 H 1.57521 -2.79336 -4.95768
11 H 2.79882 -1.85983 -4.17620
12 C 0.80191 0.15136 5.49677
13 C 0.28448 0.25106 4.10235
14 C -0.10228 1.46969 3.53240
15 C -0.50971 1.45880 2.21666
16 N -0.57502 0.32021 1.52838
17 C -0.21987 -0.80940 2.15707
18 S -0.30441 -2.19566 1.11368
19 N 0.20391 -0.88233 3.39726
20 H -0.01123 0.27408 6.21509
21 H 1.53338 0.93582 5.69007
22 H 1.25279 -0.82495 5.64893
23 H -0.07239 2.38833 4.09944
24 H -0.79944 2.36261 1.69607
25 O 0.44725 1.73478 -0.58952
26 N 0.20508 2.76133 -1.25805
27 C -0.74597 2.88864 -2.15852
28 C -0.90595 4.09374 -2.89760
29 N -1.04425 5.03609 -3.53846
30 C -1.54541 1.73228 -2.31078
31 N -1.72247 0.62480 -2.00172

=====

(6)
Computed, not measured: a molecular structure, C9H10LuNO6 at a distorted geometry, with ωB97M-V with the def2-TZVPD basis set.

Values from the calculation:
DFT total energy = -56868.919 eV
Total charge = +2
Kohn-Sham gap (spin up / spin down) = 0.251 / 0.256 Eh

CARTESIAN COORDINATES (ANGSTROEM)
1 O -0.61158 -4.36890 -1.08124
2 C -0.80590 -3.46160 -1.69089
3 Lu -0.85321 1.19006 0.21125
4 O 1.55357 -1.82123 0.33607
5 C 0.79908 -0.94034 0.37888
6 C 1.74430 1.69972 -0.42680
7 O 2.86026 1.83531 -0.67887
8 C -0.23394 0.89178 -2.82452
9 O -1.00944 1.26435 -3.63616
10 C 0.30633 -0.07134 -1.97494
11 O 0.99706 -0.94156 -2.40393
12 H -2.48435 1.53975 0.76537
13 C -1.71736 1.22053 5.76098
14 N -1.09313 0.90567 4.48318
15 C 0.10621 0.06097 4.47457
16 C -1.55995 1.35540 3.33536
17 C -2.78514 2.19561 3.27880
18 O -0.88428 1.03400 2.28943
19 H -1.08895 0.79038 6.53365
20 H -2.72282 0.79225 5.83624
21 H -1.78327 2.30244 5.91577
22 H -0.06410 -0.86430 3.90703
23 H 0.96746 0.59334 4.04851
24 H 0.31008 -0.18287 5.51654
25 H -2.61429 3.07028 2.64007
26 H -3.62529 1.63429 2.85300
27 H -3.08946 2.55500 4.26585